Record 1
The following is a quantum chemistry calculation of a gas-phase ion, C24H25Cl2N2O (charge +1) at a distorted geometry, from the OMol25 dataset.

```
! wB97M-V def2-TZVPD RIJCOSX def2/J DEFGRID3
* xyz 1 1
C 3.879 -1.060 1.990
C 3.265 -0.055 1.086
N 1.851 0.358 1.355
C 1.734 1.453 2.408
C 1.582 2.856 1.828
C 0.936 -0.656 1.148
O 1.221 -1.842 1.291
C -0.398 -0.059 0.485
C -0.389 -0.635 -1.080
C -1.648 -0.192 -1.716
C -2.783 -1.015 -1.470
C -4.063 -0.575 -1.813
C -4.213 0.727 -2.365
Cl -5.801 1.342 -2.598
C -3.115 1.452 -2.778
C -1.804 0.992 -2.453
C 0.899 -0.116 -1.689
C 1.880 -1.004 -2.207
C 3.121 -0.494 -2.598
C 3.412 0.871 -2.339
Cl 5.042 1.407 -2.568
C 2.415 1.754 -1.961
C 1.143 1.249 -1.576
N -1.542 -0.730 1.183
C -1.554 -2.118 1.191
C -2.717 -2.830 1.513
C -3.851 -2.184 1.920
C -3.814 -0.787 2.112
C -2.621 -0.089 1.778
H 4.847 -1.361 1.549
H 4.102 -0.656 2.969
H 3.269 -1.917 2.057
H 3.816 0.875 1.054
H 3.215 -0.429 0.067
H 0.979 1.229 3.161
H 2.717 1.419 2.914
H 1.667 3.591 2.663
H 2.373 3.091 1.106
H 0.588 3.004 1.351
H -0.556 1.101 0.559
H -0.384 -1.652 -0.613
H -2.658 -2.089 -1.246
H -4.956 -1.189 -1.589
H -3.248 2.403 -3.305
H -0.978 1.433 -2.973
H 1.565 -2.014 -2.517
H 3.880 -1.166 -3.040
H 2.651 2.821 -1.900
H 0.347 1.962 -1.402
H -0.641 -2.619 1.043
H -2.688 -3.918 1.398
H -4.824 -2.713 2.098
H -4.671 -0.213 2.480
H -2.483 0.985 2.037
*
```

Calculated values
electronic energy = -55358.446 eV
LUMO energy = -4.263 eV
relative energy (zero: lowest compared OMol25 entry of this formula, charge and spin) = 1.34 kcal per mole
frontier orbital gap = 0.2696 Eh



Record 2
The following is a quantum chemistry calculation of a molecular structure, C24H25Cl3N2O2PV at a distorted geometry, from the OMol25 dataset.

```
! wB97M-V def2-TZVPD RIJCOSX def2/J DEFGRID3
* xyz 0 3
V -2.439 -0.867 0.416
N -0.882 -1.080 2.168
C 0.472 -0.970 2.596
C 0.774 -0.833 3.950
C 2.102 -0.840 4.356
C 3.116 -0.980 3.420
C 2.815 -1.073 2.071
C 1.483 -1.055 1.635
P 0.982 -1.165 -0.110
C 0.847 0.591 -0.558
C 0.503 0.876 -1.884
C 0.621 2.171 -2.376
C 1.065 3.195 -1.541
C 1.334 2.924 -0.209
C 1.224 1.636 0.292
C 2.579 -1.555 -0.890
C 3.463 -0.606 -1.418
C 4.692 -1.012 -1.929
C 5.052 -2.349 -1.925
C 4.166 -3.302 -1.433
C 2.936 -2.907 -0.928
H -0.998 -2.022 1.719
H -1.540 -1.036 2.954
H -0.030 -0.741 4.687
H 2.345 -0.774 5.424
H 4.158 -1.019 3.740
H 3.628 -1.166 1.342
H 0.164 0.056 -2.535
H 0.374 2.377 -3.425
H 1.199 4.208 -1.944
H 1.654 3.737 0.455
H 1.456 1.430 1.345
H 3.201 0.460 -1.414
H 5.374 -0.251 -2.329
H 6.029 -2.663 -2.307
H 4.432 -4.364 -1.452
H 2.223 -3.653 -0.550
Cl -3.420 -1.575 -2.421
C -3.686 -1.913 -0.760
Cl -5.297 -2.291 -0.399
Cl -3.766 -0.886 2.148
C -2.650 -2.932 -0.281
O -2.924 -3.957 0.269
O -1.445 -2.365 -0.444
C -2.363 2.920 0.054
C -3.244 1.846 -0.575
C -4.679 1.940 -0.070
C -3.199 1.914 -2.107
N -2.724 0.605 -0.158
H -2.780 3.930 -0.170
H -1.343 2.880 -0.350
H -2.305 2.781 1.161
H -5.135 2.891 -0.423
H -4.713 1.906 1.047
H -5.295 1.094 -0.450
H -3.376 2.970 -2.425
H -3.997 1.282 -2.546
H -2.230 1.582 -2.509
*
```

Calculated values
electronic energy = -104912.013 eV
LUMO energy (spin up / spin down) = -0.199 / -3.339 eV
relative energy (zero: lowest compared OMol25 entry of this formula, charge and spin) = 0.00 kcal per mole
frontier orbital gap (spin up / spin down) = 0.2853 / 0.1694 Eh



Record 3
The following is a quantum chemistry calculation of a molecular structure, C24H25CoN4OS2, from the OMol25 dataset.

```
! wB97M-V def2-TZVPD RIJCOSX def2/J DEFGRID3
* xyz 1 2
Co -0.430 0.263 -0.504
C -2.687 0.945 -2.454
N -2.250 0.625 -1.087
C -3.099 0.669 -0.104
C -2.588 0.419 1.190
C -3.111 0.347 2.478
C -2.030 0.062 3.319
C -0.893 -0.008 2.512
N -1.225 0.203 1.226
C -3.468 2.233 -2.553
C -4.737 2.247 -3.116
C -5.452 3.436 -3.209
C -4.901 4.615 -2.734
C -3.632 4.607 -2.167
C -2.921 3.422 -2.077
H -3.298 0.128 -2.855
H -1.791 1.000 -3.075
H -4.144 0.916 -0.281
H -4.143 0.475 2.761
H -2.060 -0.075 4.387
H 0.123 -0.217 2.812
H -5.172 1.326 -3.487
H -6.439 3.437 -3.651
H -5.457 5.541 -2.804
H -3.198 5.526 -1.797
H -1.931 3.420 -1.633
S 5.624 0.532 1.830
C 3.980 0.422 1.162
C 3.627 -0.578 0.261
C 2.338 -0.619 -0.225
N 1.402 0.272 0.132
C 1.748 1.247 0.985
C 3.016 1.357 1.517
C 5.616 -1.005 2.744
C 5.008 -1.074 3.987
C 5.022 -2.292 4.653
N 5.595 -3.390 4.165
C 6.193 -3.300 2.981
C 6.233 -2.132 2.229
H 4.348 -1.317 -0.058
H 2.023 -1.375 -0.930
H 0.968 1.945 1.260
H 3.247 2.157 2.207
H 4.540 -0.205 4.431
H 4.554 -2.386 5.626
H 6.666 -4.203 2.611
H 6.743 -2.104 1.275
C -1.908 -2.665 -1.662
S -0.846 -1.838 -2.840
C 0.223 -3.216 -3.216
O 0.047 -0.911 -2.017
H -2.447 -3.457 -2.182
H -2.607 -1.928 -1.274
H -1.295 -3.065 -0.854
H -0.378 -3.992 -3.690
H 0.674 -3.578 -2.293
H 0.979 -2.861 -3.911
*
```

Calculated values
electronic energy = -92593.357 eV
LUMO energy (spin up / spin down) = -2.912 / -2.853 eV
frontier orbital gap (spin up / spin down) = 0.2844 / 0.2860 Eh



Record 4
The following is a quantum chemistry calculation of a molecular structure, C24H25IrN3O4, from the OMol25 dataset.

```
! wB97M-V def2-TZVPD RIJCOSX def2/J DEFGRID3
* xyz 2 2
Ir -0.008 -0.007 -0.333
C -1.882 -1.558 -2.362
N -0.751 -1.646 -1.397
C -1.156 -2.566 -0.285
C 0.441 -2.180 -2.102
C 0.506 -3.482 -2.544
C 1.617 -3.893 -3.275
C 2.638 -3.001 -3.570
C 2.574 -1.686 -3.147
C 1.475 -1.266 -2.395
N 1.236 -0.007 -1.870
C 1.463 1.241 -2.419
C 2.526 1.638 -3.233
C 2.587 2.948 -3.671
C 1.595 3.858 -3.332
C 0.512 3.467 -2.549
C 0.451 2.170 -2.094
N -0.723 1.652 -1.346
C -1.889 1.577 -2.270
C -1.079 2.582 -0.224
H -2.149 -2.563 -2.687
H -1.575 -0.984 -3.229
H -2.734 -1.101 -1.866
H -1.495 -3.515 -0.695
H -1.963 -2.100 0.273
H -0.299 -2.743 0.364
H -0.293 -4.184 -2.349
H 1.679 -4.916 -3.618
H 3.500 -3.336 -4.131
H 3.396 -1.020 -3.353
H 3.322 0.957 -3.485
H 3.423 3.266 -4.279
H 1.655 4.878 -3.686
H -0.270 4.180 -2.326
H -2.153 2.585 -2.586
H -2.728 1.131 -1.741
H -1.620 0.997 -3.146
H -1.417 3.535 -0.627
H -0.200 2.745 0.398
H -1.877 2.129 0.359
O 1.028 0.069 1.472
C -0.086 0.023 2.154
O -1.136 -0.022 1.402
C -0.137 0.026 3.577
C 1.066 0.084 4.295
C 1.075 0.088 5.680
C -0.157 0.032 6.300
O -0.404 0.024 7.610
C -1.835 -0.043 7.775
O -2.398 -0.073 6.462
C -1.365 -0.027 5.589
C -1.395 -0.032 4.230
H 1.998 0.127 3.749
H 1.990 0.133 6.252
H -2.170 0.848 8.302
H -2.086 -0.960 8.306
H -2.321 -0.077 3.675
*
```

Calculated values
electronic energy = -40776.497 eV
LUMO energy (spin up / spin down) = -7.439 / -8.498 eV
frontier orbital gap (spin up / spin down) = 0.2078 / 0.1689 Eh



Record 5
The following is a quantum chemistry calculation of a single C24H25N3O5 molecule, from the OMol25 dataset.

```
! wB97M-V def2-TZVPD RIJCOSX def2/J DEFGRID3
* xyz 0 1
C -2.052 -4.104 -2.011
C -1.503 -3.827 -0.618
C -2.547 -3.104 0.236
O -2.089 -2.820 1.550
C -1.239 -1.792 1.756
C -0.823 -1.592 3.075
C 0.035 -0.560 3.390
C 0.500 0.295 2.404
C 0.085 0.109 1.094
C 0.592 1.016 -0.004
C 2.065 0.794 -0.267
C 2.483 -0.507 -0.804
O 1.688 -1.215 -1.399
C 3.870 -0.908 -0.581
C 4.820 -0.492 0.327
C 5.941 -1.317 0.129
C 5.598 -2.176 -0.878
O 4.360 -1.944 -1.301
C 2.715 1.954 -0.044
O 3.996 2.308 -0.158
C 1.733 2.998 0.365
O 2.026 4.150 0.636
N 0.520 2.417 0.349
C -0.695 3.059 0.781
C -1.344 3.909 -0.317
C -1.768 3.112 -1.554
N -2.583 1.967 -1.239
C -3.626 1.905 -0.357
C -4.079 0.619 -0.393
N -3.347 -0.105 -1.278
C -2.467 0.725 -1.766
C -0.776 -0.926 0.768
H -2.929 -4.746 -1.958
H -2.338 -3.173 -2.494
H -1.299 -4.596 -2.622
H -1.231 -4.763 -0.126
H -0.600 -3.219 -0.696
H -3.411 -3.758 0.391
H -2.890 -2.191 -0.265
H -1.189 -2.264 3.835
H 0.351 -0.420 4.413
H 1.177 1.100 2.649
H 0.021 0.809 -0.916
H 4.721 0.293 1.045
H 6.872 -1.282 0.657
H 6.145 -2.964 -1.359
H 4.039 3.262 0.049
H -1.381 2.283 1.129
H -0.448 3.717 1.619
H -0.635 4.676 -0.634
H -2.210 4.412 0.115
H -2.320 3.779 -2.229
H -0.884 2.753 -2.088
H -3.957 2.754 0.205
H -4.879 0.169 0.160
H -1.740 0.470 -2.513
H -1.073 -1.052 -0.259
*
```

Calculated values
electronic energy = -40001.434 eV
LUMO energy = -0.256 eV
relative energy (zero: lowest compared OMol25 entry of this formula, charge and spin) = 43.34 kcal per mole
frontier orbital gap = 0.2930 Eh



Record 6
The following is a quantum chemistry calculation of a gas-phase ion, C24H25N4OS (charge +1), from the OMol25 dataset.

```
! wB97M-V def2-TZVPD RIJCOSX def2/J DEFGRID3
* xyz 1 1
C -2.167 -3.963 -0.269
C -1.762 -3.125 -1.295
C -2.028 -1.769 -1.227
C -2.688 -1.241 -0.122
C -2.940 0.237 -0.027
N -1.761 0.928 0.598
C -0.550 0.777 -0.230
N -0.500 1.588 -1.254
C 0.503 1.439 -2.130
C 0.672 2.462 -3.214
N 1.678 3.457 -2.891
C 2.999 2.942 -2.581
C 3.201 2.758 -1.055
O 1.955 2.754 -0.381
C 1.312 4.009 -0.491
C 1.294 4.494 -1.962
N 1.367 0.438 -2.090
C 1.331 -0.347 -1.039
S 2.377 -1.697 -0.787
C 1.612 -2.023 0.728
C 0.600 -1.176 1.058
C -0.144 -1.222 2.318
C -0.415 -0.038 3.014
C -1.143 -0.073 4.195
C -1.607 -1.280 4.689
C -1.313 -2.458 4.020
C -0.587 -2.432 2.843
C 0.396 -0.204 0.030
C -3.089 -2.086 0.905
C -2.838 -3.444 0.825
H -1.969 -5.022 -0.329
H -1.248 -3.527 -2.154
H -1.735 -1.122 -2.041
H -3.816 0.442 0.591
H -3.083 0.673 -1.019
H -1.559 0.527 1.546
H -1.968 1.931 0.667
H 0.993 1.955 -4.128
H -0.273 2.976 -3.390
H 3.734 3.656 -2.963
H 3.131 1.994 -3.101
H 3.666 1.798 -0.829
H 3.828 3.560 -0.645
H 0.299 3.851 -0.114
H 1.820 4.742 0.151
H 2.012 5.309 -2.091
H 0.305 4.866 -2.230
H 1.984 -2.831 1.327
H 0.048 0.889 2.696
H -1.330 0.843 4.735
H -2.175 -1.304 5.606
H -1.648 -3.401 4.421
H -0.364 -3.348 2.319
H -3.612 -1.685 1.761
H -3.169 -4.096 1.618
*
```

Calculated values
electronic energy = -44130.867 eV
LUMO energy = -3.039 eV
relative energy (zero: lowest compared OMol25 entry of this formula, charge and spin) = 27.96 kcal per mole
frontier orbital gap = 0.2831 Eh



Record 7
The following is a quantum chemistry calculation of 2 unconnected molecules or ions with the total composition C24H25O8S2 at a distorted geometry, from the OMol25 dataset.

```
! wB97M-V def2-TZVPD RIJCOSX def2/J DEFGRID3
* xyz -1 1
C 2.249 -2.026 3.456
C 1.351 -0.811 3.439
O -0.010 -1.262 3.421
C -0.883 -0.244 3.188
C -2.254 -0.787 3.119
C -3.351 0.143 3.287
O -3.233 1.359 3.373
C -4.788 -0.448 3.380
C -4.890 -1.906 3.798
C -3.864 -2.749 3.045
C -2.431 -2.241 3.288
O -0.514 0.911 3.077
H 3.296 -1.712 3.471
H 2.067 -2.647 4.340
H 2.095 -2.645 2.563
H 1.506 -0.189 4.334
H 1.534 -0.200 2.545
H -5.378 0.188 4.053
H -5.221 -0.332 2.374
H -4.749 -2.006 4.882
H -5.902 -2.268 3.581
H -3.938 -3.797 3.355
H -4.075 -2.703 1.968
H -1.734 -2.769 2.618
H -2.146 -2.526 4.322
C -1.090 6.307 -1.746
O 0.240 5.924 -1.336
C 0.498 4.605 -1.121
C -0.475 3.582 -1.246
C -0.096 2.259 -1.094
C 1.215 1.905 -0.727
C 1.592 0.506 -0.595
C 1.536 -0.364 -1.633
S 2.262 -1.998 -1.550
O 3.587 -1.912 -0.977
O 1.275 -2.925 -1.044
C 2.440 -2.234 -3.335
C 1.868 -1.270 -4.146
C 1.982 -1.347 -5.535
C 2.681 -2.417 -6.097
C 3.265 -3.387 -5.277
C 3.152 -3.297 -3.890
S 1.048 0.104 -3.300
O -0.382 -0.057 -3.448
O 1.721 1.312 -3.718
C 2.161 2.942 -0.549
C 1.824 4.262 -0.758
H -1.046 7.391 -1.846
H -1.354 5.854 -2.711
H -1.836 6.031 -0.989
H -1.511 3.827 -1.491
H -0.831 1.466 -1.226
H 2.074 0.178 0.325
H 1.530 -0.575 -6.153
H 2.773 -2.489 -7.179
H 3.816 -4.217 -5.715
H 3.608 -4.031 -3.228
H 3.183 2.667 -0.288
H 2.553 5.062 -0.653
*
```

Calculated values
electronic energy = -63342.606 eV
LUMO energy = 1.633 eV
relative energy (zero: lowest compared OMol25 entry of this formula, charge and spin) = 0.00 kcal per mole
frontier orbital gap = 0.1621 Eh



Record 8
The following is a quantum chemistry calculation of a molecular structure, C24H26AsO3RuS6, from the OMol25 dataset.

```
! wB97M-V def2-TZVPD RIJCOSX def2/J DEFGRID3
* xyz 0 2
Ru 0.113 -1.254 1.180
C -3.077 -3.579 -0.755
C -2.928 -4.142 0.651
S -1.543 -3.493 1.633
C -2.362 -2.609 2.965
C -3.021 -1.332 2.496
S -1.871 -0.233 1.586
C -2.872 0.214 0.161
C -2.892 -0.722 -1.031
S -4.079 -2.085 -0.916
H -3.594 -4.318 -1.369
H -2.101 -3.414 -1.215
H -2.711 -5.208 0.562
H -3.855 -4.051 1.220
H -1.568 -2.420 3.690
H -3.107 -3.252 3.439
H -3.389 -0.738 3.334
H -3.846 -1.559 1.822
H -2.479 1.193 -0.112
H -3.875 0.392 0.557
H -1.894 -1.117 -1.244
H -3.201 -0.144 -1.904
S 0.842 0.207 2.795
C 0.416 1.815 2.193
C 0.155 2.868 3.063
C -0.147 4.127 2.561
C -0.193 4.356 1.193
C 0.080 3.314 0.314
C 0.381 2.058 0.815
As 0.876 0.512 -0.221
C 0.399 0.962 -2.059
C -0.897 1.335 -2.399
C -1.222 1.678 -3.703
C -0.251 1.643 -4.692
C 1.043 1.273 -4.365
C 1.370 0.940 -3.057
C 2.804 0.640 -0.260
C 3.553 -0.339 -0.906
C 4.931 -0.224 -0.963
C 5.566 0.858 -0.368
C 4.820 1.827 0.282
C 3.436 1.723 0.334
H 0.181 2.696 4.131
H -0.355 4.936 3.248
H -0.430 5.340 0.813
H 0.069 3.482 -0.757
H -1.667 1.384 -1.647
H -2.235 1.973 -3.940
H -0.502 1.908 -5.710
H 1.811 1.246 -5.126
H 2.389 0.667 -2.827
H 3.063 -1.207 -1.330
H 5.512 -0.994 -1.454
H 6.644 0.939 -0.403
H 5.311 2.666 0.758
H 2.862 2.485 0.847
O 2.843 -4.309 1.347
S 2.044 -3.126 1.360
O 0.984 -3.085 2.413
O 2.721 -1.827 1.391
S 0.944 -2.878 -0.421
*
```

Calculated values
electronic energy = -159884.412 eV
LUMO energy (spin up / spin down) = -0.693 / -1.120 eV
relative energy (zero: lowest compared OMol25 entry of this formula, charge and spin) = 22.51 kcal per mole
frontier orbital gap (spin up / spin down) = 0.2588 / 0.2526 Eh



| no. | M (g mol⁻¹) |
| --- | --- |
| 1 | 428.4 |
| 2 | 561.8 |
| 3 | 508.6 |
| 4 | 611.7 |
| 5 | 435.5 |
| 6 | 417.6 |
| 7 | 505.6 |
| 8 | 730.9 |